The following is a DFT calculation (ωB97M-V/def2-TZVPD) of an isolated molecule of C2H4N2S3 in a non-equilibrium geometry.

XYZ file:
```
11
C2H4N2S3 | the Open Molecules 2025 dataset | ωB97M-V/def2-TZVPD
C -0.69707 -0.60997 -0.86278
C 0.39093 -0.04874 0.10588
N -0.14822 0.15724 1.37627
N -1.32833 -0.10021 1.55393
S -2.12685 -0.83768 0.33289
S 2.03648 -0.98372 0.18521
S 1.04242 1.66869 -0.18040
H -1.13027 0.24498 -1.56037
H -0.46120 -1.57124 -1.28361
H 2.64334 0.03459 0.57985
H -0.22124 2.04608 -0.24688
```

expectation value of S²	2.010
gap between HOMO and LUMO (alpha / beta)	7.08 / 6.35	eV
E_tot	-37618.9248	eV
2S+1	3
total charge	0
LUMO level (alpha / beta)	0.50 / -2.72	eV

Mulliken charges in e: atom 1 (C): -0.526, atom 2 (C): 0.055, atom 3 (N): 0.040, atom 4 (N): -0.193, atom 5 (S): 0.037, atom 6 (S): -0.180, atom 7 (S): -0.140, atom 8 (H): 0.263, atom 9 (H): 0.389, atom 10 (H): 0.130, atom 11 (H): 0.125